# 1
# C5H13NS

The molecule C5H13NS at a distorted geometry (ωB97M-V/def2-TZVPD, the OMol25 dataset).

Computed properties:
E_HOMO   -9.007 eV
SMILES string   CNCCCCS
F_max   0.1077 Eh/bohr
LUMO   0.931 eV
Kohn-Sham gap   0.3652 hartree
Relative energy (zero: lowest compared OMol25 entry of this formula, charge and spin)   43.6 kcal per mole

ORCA input file:
```
! RIJCOSX wB97M-V def2-TZVPD def2/J DEFGRID3
* xyz 0 1
C 0.237 -1.094 0.484
C 0.160 -0.088 1.633
C 1.583 0.543 1.832
S 2.147 1.677 0.402
C -0.854 -0.811 -0.525
N -0.804 0.474 -1.132
C -1.694 0.476 -2.251
H -0.096 -2.095 0.759
H 1.231 -1.262 0.048
H -0.346 -0.466 2.575
H -0.424 0.799 1.217
H 1.749 1.168 2.803
H 2.305 -0.336 1.918
H 3.433 1.263 0.665
H -1.044 -1.781 -1.051
H -1.807 -0.868 0.006
H 0.036 0.602 -1.624
H -1.409 -0.078 -3.068
H -1.650 1.595 -2.668
H -2.752 0.281 -2.024
*
```

***

# 2
# C16H44N3O8V2

A structure of composition C16H44N3O8V2 at a distorted geometry (ωB97M-V/def2-TZVPD, the OMol25 dataset).

Computed properties:
E_HOMO (spin up / spin down)   -10.680 / -10.691 eV
F_max   0.1086 Eh/bohr
LUMO (spin up / spin down)   -5.606 / -5.053 eV
Kohn-Sham gap (spin up / spin down)   0.1865 / 0.2072 hartree
Relative energy (zero: lowest compared OMol25 entry of this formula, charge and spin)   174.7 kcal per mole
⟨S²⟩   2.127

ORCA input file:
```
! RIJCOSX wB97M-V def2-TZVPD def2/J DEFGRID3
* xyz 1 3
O 29.610 -18.964 0.161
V 29.968 -17.582 -0.551
O 28.384 -13.875 -3.360
V 28.073 -15.207 -2.446
O 26.041 -15.161 -2.730
H 25.739 -15.533 -1.878
C 32.689 -15.617 -2.614
C 31.459 -14.825 -2.197
O 30.354 -15.536 -1.720
H 33.101 -16.234 -1.815
H 33.501 -14.972 -2.951
H 32.470 -16.327 -3.412
H 31.025 -14.406 -3.105
H 31.737 -13.938 -1.627
C 26.560 -18.574 0.383
C 26.874 -18.081 -1.038
O 27.883 -17.140 -1.191
H 25.499 -18.434 0.592
H 27.022 -17.917 1.120
H 26.692 -19.652 0.475
H 25.934 -17.730 -1.465
H 27.082 -18.964 -1.642
C 22.341 -16.294 -0.599
C 23.094 -14.976 -0.399
C 24.237 -15.067 0.634
O 25.011 -13.864 0.862
C 25.137 -13.667 2.245
N 23.429 -14.336 -1.657
H 23.070 -16.926 -1.105
H 21.547 -16.309 -1.346
H 21.932 -16.776 0.289
H 22.382 -14.219 -0.071
H 24.969 -15.791 0.275
H 23.822 -15.428 1.575
H 25.489 -12.643 2.370
H 25.991 -14.098 2.768
H 24.217 -13.644 2.829
H 22.606 -13.974 -2.117
H 23.954 -13.510 -1.407
C 29.959 -21.047 -2.329
C 31.033 -19.926 -2.606
C 31.567 -20.120 -4.024
O 32.406 -19.004 -4.140
C 32.638 -18.758 -5.582
N 30.396 -18.643 -2.476
H 29.295 -20.917 -3.183
H 29.302 -20.892 -1.473
H 30.184 -22.114 -2.317
H 31.833 -20.166 -1.906
H 30.718 -20.091 -4.706
H 32.019 -21.066 -4.323
H 33.353 -17.936 -5.582
H 31.743 -18.519 -6.157
H 33.129 -19.641 -5.991
H 30.990 -18.147 -3.125
H 29.604 -18.623 -3.103
C 24.168 -20.831 -2.695
C 25.057 -20.507 -3.996
C 24.244 -20.898 -5.253
O 24.011 -22.342 -5.224
C 23.762 -22.900 -6.537
N 25.210 -19.065 -4.166
H 24.992 -20.801 -1.982
H 23.671 -21.800 -2.749
H 23.534 -19.973 -2.470
H 26.067 -20.915 -4.045
H 24.828 -20.580 -6.116
H 23.350 -20.280 -5.335
H 23.812 -23.980 -6.394
H 24.557 -22.608 -7.223
H 22.877 -22.411 -6.944
H 25.849 -18.751 -4.882
H 25.710 -18.772 -3.339
*
```

***

What did the first record say?
# C5H13NS

The molecule C5H13NS at a distorted geometry (ωB97M-V/def2-TZVPD, the OMol25 dataset).

Computed properties:
E_HOMO   -9.007 eV
SMILES string   CNCCCCS
F_max   0.1077 Eh/bohr
LUMO   0.931 eV
Kohn-Sham gap   0.3652 hartree
Relative energy (zero: lowest compared OMol25 entry of this formula, charge and spin)   43.6 kcal per mole

ORCA input file:
```
! RIJCOSX wB97M-V def2-TZVPD def2/J DEFGRID3
* xyz 0 1
C 0.237 -1.094 0.484
C 0.160 -0.088 1.633
C 1.583 0.543 1.832
S 2.147 1.677 0.402
C -0.854 -0.811 -0.525
N -0.804 0.474 -1.132
C -1.694 0.476 -2.251
H -0.096 -2.095 0.759
H 1.231 -1.262 0.048
H -0.346 -0.466 2.575
H -0.424 0.799 1.217
H 1.749 1.168 2.803
H 2.305 -0.336 1.918
H 3.433 1.263 0.665
H -1.044 -1.781 -1.051
H -1.807 -0.868 0.006
H 0.036 0.602 -1.624
H -1.409 -0.078 -3.068
H -1.650 1.595 -2.668
H -2.752 0.281 -2.024
*
```

***

Which of these has the highest relative energy (zero: lowest compared OMol25 entry of this formula, charge and spin)?
C16H44N3O8V2